A:
Density functional theory data (ωB97M-V/def2-TZVPD) for a 8-piece molecular cluster, C56H122N6O8 overall.

The value obtained for the frontier orbital gap is 0.3116 Eh. Its structure (SMILES) is CC1(C)CCCC(C)(C)N1O.CC1(C)CCCC(C)(C)N1O.CC1(C)CCCC(C)(C)N1O.CC1(C)CCCC(C)(C)N1O.CC1(C)CCCC(C)(C)N1O.CC1(C)CCCC(C)(C)N1O.CO.CO.

Structure (XYZ):
```
192
C56H122N6O8 ωB97M-V/def2-TZVPD
C 5.161 -13.762 -1.360
C 6.372 -14.007 -2.305
C 5.854 -15.066 -3.292
C 6.624 -12.750 -3.128
C 7.415 -11.715 -2.319
C 8.716 -12.312 -1.853
C 8.541 -13.596 -1.033
C 9.873 -14.327 -0.992
C 8.122 -13.163 0.387
N 7.566 -14.472 -1.676
O 7.354 -15.656 -0.942
H 4.427 -13.141 -1.886
H 4.591 -14.673 -1.164
H 5.331 -13.210 -0.433
H 5.680 -16.026 -2.804
H 4.922 -14.740 -3.753
H 6.597 -15.256 -4.071
H 7.261 -13.002 -3.987
H 5.722 -12.280 -3.513
H 7.563 -10.817 -2.920
H 6.754 -11.407 -1.499
H 9.274 -11.583 -1.260
H 9.369 -12.521 -2.707
H 9.968 -14.998 -0.137
H 10.755 -13.684 -1.028
H 9.962 -14.939 -1.894
H 7.399 -12.346 0.335
H 8.968 -12.795 0.966
H 7.637 -13.929 1.002
H 6.911 -15.343 -0.138
C 10.189 -14.722 -7.292
C 11.162 -14.736 -6.085
C 10.305 -14.792 -4.830
C 12.026 -15.989 -6.216
C 13.068 -15.938 -7.315
C 13.911 -14.681 -7.134
C 13.086 -13.379 -7.062
C 14.067 -12.332 -6.507
C 12.675 -13.003 -8.502
N 12.020 -13.545 -6.088
O 11.244 -12.363 -5.960
H 9.492 -15.566 -7.247
H 9.532 -13.850 -7.257
H 10.710 -14.867 -8.235
H 9.933 -13.795 -4.571
H 9.348 -15.306 -4.947
H 10.839 -15.190 -3.971
H 12.363 -16.373 -5.249
H 11.322 -16.792 -6.482
H 13.720 -16.813 -7.230
H 12.641 -16.031 -8.315
H 14.604 -14.565 -7.973
H 14.531 -14.830 -6.247
H 14.737 -12.778 -5.771
H 13.563 -11.443 -6.128
H 14.774 -11.960 -7.258
H 13.456 -12.445 -9.010
H 11.770 -12.384 -8.532
H 12.414 -13.894 -9.073
H 10.853 -12.255 -6.843
C 18.187 -11.602 -1.161
C 18.664 -13.019 -0.814
C 20.101 -12.976 -0.302
C 17.773 -13.627 0.264
C 16.395 -14.043 -0.237
C 16.589 -15.055 -1.345
C 17.393 -14.466 -2.507
C 17.735 -15.641 -3.439
C 16.474 -13.526 -3.315
N 18.610 -13.886 -1.995
O 19.540 -13.531 -2.988
H 18.644 -11.236 -2.078
H 17.105 -11.569 -1.308
H 18.383 -10.955 -0.301
H 20.583 -13.946 -0.399
H 20.674 -12.231 -0.856
H 20.086 -12.643 0.737
H 18.247 -14.494 0.739
H 17.683 -12.946 1.119
H 15.903 -14.464 0.647
H 15.736 -13.243 -0.581
H 15.632 -15.449 -1.705
H 17.157 -15.924 -0.992
H 16.833 -16.240 -3.593
H 18.421 -16.332 -2.938
H 18.127 -15.326 -4.403
H 17.044 -12.844 -3.950
H 15.871 -12.939 -2.621
H 15.801 -14.083 -3.969
H 20.170 -14.259 -2.983
C 13.885 -10.218 0.821
C 12.734 -11.048 1.392
C 11.485 -10.749 0.542
C 13.094 -12.526 1.346
C 12.240 -13.413 2.249
C 12.299 -12.874 3.660
C 11.780 -11.434 3.756
C 10.265 -11.348 3.546
C 12.117 -10.993 5.176
N 12.587 -10.671 2.812
O 12.279 -9.286 2.931
H 13.610 -9.171 0.737
H 14.757 -10.319 1.479
H 14.228 -10.626 -0.133
H 11.455 -9.682 0.316
H 11.471 -11.330 -0.381
H 10.542 -10.938 1.052
H 12.942 -12.945 0.344
H 14.149 -12.674 1.594
H 11.211 -13.561 1.902
H 12.622 -14.440 2.205
H 13.331 -12.937 4.020
H 11.776 -13.508 4.386
H 9.696 -11.334 4.478
H 9.873 -12.080 2.842
H 10.024 -10.343 3.176
H 11.859 -9.938 5.325
H 13.177 -11.114 5.391
H 11.479 -11.469 5.922
H 13.141 -8.863 2.997
C 12.310 -17.197 -2.483
C 12.652 -18.658 -2.195
C 12.942 -19.309 -3.563
C 13.940 -18.818 -1.387
C 13.803 -18.392 0.061
C 12.683 -19.227 0.689
C 11.373 -19.173 -0.115
C 10.459 -20.274 0.426
C 10.685 -17.833 0.245
N 11.591 -19.404 -1.531
O 10.392 -19.440 -2.253
H 11.496 -17.090 -3.202
H 12.041 -16.589 -1.616
H 13.172 -16.616 -2.835
H 12.080 -19.162 -4.218
H 13.771 -18.766 -4.023
H 13.172 -20.369 -3.491
H 14.067 -19.910 -1.339
H 14.800 -18.450 -1.945
H 14.741 -18.534 0.599
H 13.526 -17.334 0.139
H 12.513 -18.896 1.713
H 12.976 -20.283 0.703
H 10.908 -21.237 0.166
H 9.484 -20.238 -0.058
H 10.366 -20.227 1.509
H 11.304 -16.937 0.286
H 10.327 -17.893 1.280
H 9.776 -17.687 -0.345
H 10.103 -18.520 -2.369
C 9.469 -9.925 -5.093
C 8.554 -9.527 -6.261
C 7.231 -10.276 -6.179
C 8.224 -8.033 -6.115
C 9.368 -7.091 -6.494
C 9.798 -7.437 -7.918
C 10.188 -8.899 -8.126
C 10.257 -9.110 -9.642
C 11.598 -9.108 -7.527
N 9.164 -9.764 -7.566
O 9.382 -11.132 -7.833
H 10.481 -9.537 -5.161
H 9.038 -9.681 -4.119
H 9.538 -11.016 -5.036
H 7.337 -11.362 -6.146
H 6.629 -9.872 -5.369
H 6.733 -10.127 -7.144
H 7.325 -7.836 -6.707
H 7.982 -7.886 -5.060
H 8.915 -6.100 -6.419
H 10.178 -7.142 -5.766
H 10.676 -6.825 -8.145
H 8.979 -7.113 -8.564
H 11.148 -8.660 -10.072
H 9.360 -8.734 -10.135
H 10.287 -10.183 -9.849
H 12.383 -8.791 -8.217
H 11.775 -10.171 -7.347
H 11.741 -8.539 -6.610
H 8.754 -11.363 -8.524
C 13.960 -9.396 -3.674
O 13.493 -9.870 -2.430
H 13.260 -9.611 -4.488
H 14.213 -8.338 -3.618
H 14.865 -9.951 -3.964
H 12.686 -10.383 -2.576
C 12.844 -13.078 -2.905
O 11.962 -12.034 -3.291
H 13.158 -12.912 -1.879
H 12.378 -14.056 -3.064
H 13.656 -13.090 -3.638
H 11.563 -12.163 -4.162
```

B:
Density functional theory data (ωB97M-V/def2-TZVPD) for a 8-piece molecular cluster, C56H122N6O8 overall.

The value obtained for the frontier orbital gap is 0.3156 Eh. Its structure (SMILES) is CC1(C)CCCC(C)(C)N1O.CC1(C)CCCC(C)(C)N1O.CC1(C)CCCC(C)(C)N1O.CC1(C)CCCC(C)(C)N1O.CC1(C)CCCC(C)(C)N1O.CC1(C)CCCC(C)(C)N1O.CO.CO.

Structure (XYZ):
```
192
C56H122N6O8 ωB97M-V/def2-TZVPD
C -1.280 0.546 -7.150
C -0.258 -0.544 -6.922
C 0.922 -0.421 -7.879
C 0.210 -0.447 -5.459
C 0.936 -1.716 -5.010
C 0.240 -3.039 -5.306
C -0.434 -3.129 -6.672
C 0.515 -3.713 -7.741
C -1.638 -4.083 -6.545
N -0.975 -1.824 -7.048
O -1.669 -1.929 -8.282
H -2.182 0.354 -6.572
H -0.878 1.535 -6.915
H -1.555 0.612 -8.206
H 1.215 0.641 -7.866
H 1.848 -0.922 -7.593
H 0.681 -0.693 -8.905
H 0.914 0.385 -5.454
H -0.686 -0.385 -4.838
H 1.951 -1.673 -5.427
H 1.133 -1.627 -3.937
H -0.515 -3.246 -4.543
H 1.013 -3.805 -5.221
H 0.899 -4.685 -7.420
H 1.374 -3.050 -7.844
H -0.003 -3.868 -8.684
H -1.937 -4.498 -7.508
H -2.503 -3.538 -6.161
H -1.405 -4.910 -5.872
H -2.579 -1.736 -8.039
C 6.463 1.381 6.670
C 6.132 0.831 5.287
C 7.381 0.931 4.390
C 5.761 -0.644 5.457
C 5.196 -1.248 4.183
C 3.945 -0.463 3.825
C 4.186 1.035 3.653
C 4.746 1.263 2.237
C 2.805 1.685 3.756
N 4.983 1.547 4.755
O 5.305 2.913 4.507
H 6.980 2.337 6.632
H 5.543 1.411 7.262
H 7.096 0.684 7.228
H 8.054 0.080 4.496
H 7.073 0.805 3.348
H 7.831 1.919 4.434
H 6.632 -1.177 5.835
H 4.959 -0.711 6.204
H 5.970 -1.254 3.410
H 4.988 -2.313 4.317
H 3.142 -0.723 4.521
H 3.583 -0.870 2.872
H 3.966 1.139 1.484
H 5.555 0.590 1.953
H 5.123 2.287 2.174
H 2.728 2.761 3.902
H 2.344 1.228 4.642
H 2.097 1.373 2.984
H 4.867 3.371 5.230
C 1.113 -2.514 6.449
C -0.135 -1.612 6.479
C -0.275 -0.980 7.878
C 0.059 -0.479 5.459
C -1.234 0.183 5.026
C -2.228 -0.882 4.589
C -2.542 -1.887 5.692
C -3.333 -1.219 6.828
C -3.428 -2.939 5.055
N -1.267 -2.449 6.085
O -1.416 -3.481 7.066
H 0.959 -3.376 5.800
H 1.990 -1.964 6.108
H 1.301 -2.923 7.443
H -0.778 -1.651 8.575
H 0.725 -0.806 8.286
H -0.785 -0.018 7.850
H 0.757 0.235 5.899
H 0.527 -0.894 4.559
H -1.739 0.780 5.795
H -1.046 0.875 4.200
H -1.772 -1.406 3.737
H -3.132 -0.426 4.183
H -3.653 -2.031 7.497
H -4.289 -0.804 6.500
H -2.797 -0.500 7.438
H -3.099 -3.265 4.067
H -4.432 -2.526 4.893
H -3.656 -3.801 5.691
H -1.483 -4.259 6.504
C -2.302 0.341 0.669
C -1.855 -0.278 -0.648
C -3.133 -0.725 -1.355
C -1.182 0.766 -1.542
C 0.258 1.101 -1.175
C 1.051 -0.199 -1.081
C 0.428 -1.336 -0.264
C 1.105 -2.603 -0.784
C 0.862 -1.124 1.191
N -0.998 -1.417 -0.457
O -1.593 -2.461 0.273
H -2.830 -0.361 1.319
H -1.464 0.618 1.330
H -2.906 1.252 0.640
H -3.699 -1.401 -0.713
H -3.814 0.062 -1.687
H -2.903 -1.258 -2.288
H -1.278 0.408 -2.573
H -1.820 1.652 -1.487
H 0.656 1.697 -1.997
H 0.250 1.732 -0.283
H 2.057 -0.003 -0.706
H 1.204 -0.525 -2.116
H 0.785 -2.805 -1.809
H 0.751 -3.498 -0.257
H 2.179 -2.599 -0.621
H 0.733 -0.133 1.632
H 1.946 -1.305 1.261
H 0.500 -1.855 1.925
H -1.660 -3.191 -0.350
C 4.153 1.995 -1.555
C 4.250 2.666 -2.924
C 5.158 1.842 -3.833
C 2.847 2.761 -3.503
C 2.792 3.672 -4.705
C 3.263 5.057 -4.335
C 4.638 5.103 -3.629
C 5.721 5.102 -4.719
C 4.732 6.450 -2.889
N 4.763 4.025 -2.664
O 6.116 3.968 -2.227
H 4.061 0.909 -1.690
H 5.032 2.075 -0.913
H 3.279 2.343 -1.003
H 6.145 1.744 -3.368
H 4.844 0.800 -3.948
H 5.323 2.265 -4.819
H 2.413 1.764 -3.626
H 2.180 3.173 -2.731
H 3.229 3.196 -5.589
H 1.744 3.745 -5.032
H 2.495 5.569 -3.743
H 3.322 5.708 -5.212
H 5.570 5.856 -5.493
H 5.805 4.136 -5.216
H 6.706 5.303 -4.292
H 5.773 6.745 -2.747
H 4.312 6.318 -1.889
H 4.201 7.231 -3.429
H 6.039 4.163 -1.287
C -11.000 2.566 0.445
C -9.926 1.558 0.052
C -10.298 0.123 0.507
C -9.836 1.544 -1.469
C -8.652 0.770 -2.004
C -7.340 1.254 -1.399
C -7.336 1.528 0.118
C -6.912 0.211 0.799
C -6.304 2.602 0.389
N -8.642 2.009 0.563
O -8.692 2.019 1.980
H -11.850 2.509 -0.236
H -11.353 2.428 1.468
H -10.596 3.580 0.387
H -11.117 0.089 1.227
H -10.549 -0.532 -0.327
H -9.451 -0.337 1.013
H -10.757 1.135 -1.901
H -9.854 2.555 -1.898
H -8.769 -0.317 -1.957
H -8.574 0.942 -3.084
H -7.008 2.161 -1.910
H -6.577 0.494 -1.586
H -7.451 -0.607 0.324
H -6.995 0.215 1.884
H -5.847 0.050 0.598
H -6.558 3.584 -0.009
H -5.313 2.296 0.041
H -6.158 2.737 1.469
H -8.821 2.940 2.229
C 1.806 -6.151 0.113
O 2.375 -5.681 -1.103
H 0.804 -5.743 0.262
H 1.784 -7.248 0.088
H 2.416 -5.938 0.989
H 1.713 -5.850 -1.779
C 4.326 -3.625 1.503
O 5.712 -3.477 1.691
H 3.832 -3.798 2.464
H 3.711 -2.762 1.186
H 4.058 -4.401 0.781
H 6.063 -3.409 0.797
```

Verdict on stability: A comes out on top.